A molecular structure, C28H36AlN7O3Si2, computed with ωB97M-V with the def2-TZVPD basis set.

Calculated values
- Charge: +2
- LUMO energy: -6.88 eV
- Gap between HOMO and LUMO: 5.18 eV

Each line ends with the Löwdin charge.
Element x y z (Å)
Al  -0.472  -0.662  0.292  0.26
C  0.380  3.209  -3.084  -0.14
Si  0.006  3.166  -1.238  0.61
C  0.489  4.648  -0.233  -0.15
C  -1.786  2.880  -1.081  -0.15
C  0.275  0.643  1.491  -0.18
C  -0.988  1.138  1.700  -0.30
C  -1.466  2.362  2.204  -0.05
C  -2.728  2.404  2.705  -0.03
C  -3.668  1.345  2.480  -0.05
C  -3.173  0.228  1.864  -0.12
N  -1.923  0.115  1.384  0.07
Si  2.577  1.778  1.984  0.57
C  3.779  0.340  1.729  -0.13
C  3.323  3.441  1.534  -0.14
C  1.783  1.797  3.658  -0.13
H  0.283  2.203  -3.528  0.05
H  1.268  3.629  -3.470  0.02
H  -0.347  3.822  -3.586  0.04
H  -0.086  5.513  -0.291  0.02
H  1.468  5.021  -0.562  0.05
H  0.502  4.440  0.884  0.05
H  -2.205  2.904  -2.098  0.05
H  -2.230  3.738  -0.610  0.04
H  -2.020  2.048  -0.407  0.02
H  -0.766  3.160  2.393  0.11
H  -3.088  3.384  3.133  0.14
H  -4.685  1.405  2.866  0.11
H  -3.749  -0.675  1.720  0.12
H  4.703  0.606  1.188  0.05
H  3.315  -0.365  1.091  0.00
H  4.011  -0.055  2.736  0.06
H  4.135  3.797  2.224  0.07
H  2.582  4.272  1.431  0.03
H  3.802  3.423  0.527  0.04
H  1.614  0.751  4.041  0.07
H  0.777  2.170  3.593  0.01
H  2.318  2.356  4.425  0.05
O  -1.066  -7.547  0.158  0.12
N  -2.107  -6.956  -0.109  -0.34
O  -3.184  -7.459  -0.306  0.14
C  -2.032  -5.515  -0.222  -0.07
C  -2.811  -4.990  -1.195  0.12
C  -2.810  -3.564  -1.516  -0.09
C  -3.568  -2.892  -2.462  0.06
C  -3.278  -1.582  -2.713  0.01
C  -2.259  -0.940  -2.029  -0.06
N  -1.568  -1.563  -1.118  0.08
C  -1.852  -2.855  -0.811  -0.11
C  -1.114  -3.344  0.287  -0.10
N  -0.318  -2.509  0.954  0.10
C  0.245  -2.930  2.054  -0.04
C  0.095  -4.214  2.544  0.05
C  -0.591  -5.106  1.729  0.04
C  -1.187  -4.718  0.610  -0.07
H  -3.386  -5.726  -1.806  0.16
H  -4.381  -3.395  -3.018  0.16
H  -3.668  -0.972  -3.526  0.14
H  -1.964  0.085  -2.291  0.14
H  0.846  -2.134  2.519  0.14
H  0.465  -4.552  3.532  0.15
H  -0.759  -6.111  2.099  0.14
C  3.681  0.035  -2.799  0.00
N  2.510  0.611  -2.194  -0.05
C  2.479  1.776  -1.301  -0.05
C  1.112  1.633  -0.625  -0.35
O  1.183  1.596  0.877  -0.23
N  0.580  0.378  -1.093  0.11
C  1.438  -0.117  -1.978  -0.41
N  1.256  -1.333  -2.517  0.23
H  4.317  0.835  -3.124  0.10
H  3.374  -0.511  -3.710  0.10
H  4.221  -0.654  -2.070  0.13
H  2.621  2.657  -1.826  0.10
H  3.227  1.751  -0.505  0.09
H  0.401  -1.825  -2.330  0.09
H  1.838  -1.717  -3.263  0.13



A molecular structure, C52H42KN4OP2S2Si, computed with ωB97M-V with the def2-TZVPD basis set.

Calculated values
- Charge: -2
- LUMO energy (spin up / spin down): 4.02 / 4.02 eV
- Energy relative to the best compared isomer or geometry (same formula, charge and spin): 0.0000 eV
- ⟨S²⟩: 0.774
- Spin multiplicity: 2
- Gap between HOMO and LUMO (spin up / spin down): 3.40 / 5.15 eV

Each line ends with the Löwdin charge.
Element x y z (Å)
K  -0.334  1.126  -0.660  0.46
C  0.805  -3.484  -1.454  -0.28
Si  0.838  -2.063  -0.138  0.62
C  2.663  -2.389  0.547  -0.31
C  3.125  -3.689  0.797  -0.12
C  4.439  -3.959  1.146  -0.11
C  5.352  -2.915  1.249  -0.11
C  4.926  -1.615  1.032  -0.11
C  3.592  -1.343  0.702  -0.39
P  2.947  0.380  0.597  1.06
C  3.254  0.916  -1.127  -0.39
C  2.809  2.203  -1.453  -0.13
C  2.929  2.681  -2.750  -0.09
C  3.478  1.874  -3.739  -0.11
C  3.903  0.592  -3.426  -0.09
C  3.797  0.114  -2.125  -0.07
C  4.319  1.291  1.458  -0.35
C  4.394  1.129  2.845  -0.10
C  5.354  1.790  3.595  -0.09
C  6.256  2.645  2.971  -0.12
C  6.191  2.822  1.598  -0.10
C  5.234  2.146  0.848  -0.09
C  -0.126  -2.932  1.325  -0.31
C  -0.590  -4.254  1.253  -0.11
C  -1.343  -4.836  2.260  -0.11
C  -1.663  -4.112  3.404  -0.11
C  -1.226  -2.802  3.510  -0.11
C  -0.480  -2.215  2.485  -0.40
P  0.043  -0.453  2.616  1.09
C  1.214  -0.519  4.025  -0.36
C  1.441  0.606  4.824  -0.12
C  2.436  0.608  5.789  -0.11
C  3.254  -0.505  5.954  -0.12
C  3.060  -1.616  5.145  -0.09
C  2.046  -1.627  4.197  -0.09
C  -1.442  0.348  3.365  -0.35
C  -1.719  0.513  4.723  -0.11
C  -2.837  1.229  5.130  -0.10
C  -3.693  1.791  4.189  -0.10
C  -3.441  1.620  2.836  -0.08
C  -2.325  0.900  2.436  -0.12
H  1.162  -4.477  -1.158  -0.01
H  -0.223  -3.581  -1.825  0.00
H  1.414  -3.153  -2.302  0.01
H  2.426  -4.515  0.715  0.09
H  4.755  -4.980  1.333  0.09
H  6.388  -3.107  1.505  0.09
H  5.639  -0.806  1.137  0.09
H  2.334  2.809  -0.684  0.09
H  2.565  3.672  -2.994  0.10
H  3.541  2.232  -4.760  0.09
H  4.300  -0.050  -4.204  0.10
H  4.113  -0.895  -1.888  0.10
H  3.690  0.465  3.331  0.07
H  5.389  1.642  4.668  0.09
H  7.003  3.171  3.555  0.09
H  6.891  3.487  1.107  0.09
H  5.192  2.283  -0.226  0.09
H  -0.374  -4.844  0.369  0.08
H  -1.694  -5.857  2.150  0.09
H  -2.259  -4.556  4.194  0.09
H  -1.484  -2.222  4.390  0.09
H  0.830  1.490  4.678  0.09
H  2.590  1.489  6.402  0.10
H  4.043  -0.499  6.696  0.09
H  3.706  -2.480  5.249  0.10
H  1.907  -2.498  3.565  0.10
H  -1.051  0.092  5.465  0.09
H  -3.035  1.358  6.188  0.09
H  -4.547  2.371  4.517  0.09
H  -4.079  2.072  2.088  0.10
H  -2.124  0.738  1.383  0.06
N  -2.123  -1.620  -4.302  0.14
C  -1.345  -0.942  -5.213  -0.21
C  -1.105  -1.125  -6.559  -0.07
C  -0.237  -0.224  -7.192  -0.16
C  0.351  0.813  -6.474  -0.15
C  0.107  0.995  -5.113  -0.04
C  -0.752  0.108  -4.463  -0.26
N  -1.133  0.051  -3.154  0.08
C  -1.964  -1.008  -3.052  -0.30
C  -2.627  -1.533  -1.931  -0.37
C  -3.456  -2.687  -1.951  -0.43
S  -4.016  -3.033  -0.345  0.87
C  -3.162  -1.622  0.220  -0.51
N  -2.511  -0.962  -0.666  0.01
H  -2.597  -2.488  -4.459  0.12
H  -1.566  -1.939  -7.108  0.09
H  -0.023  -0.340  -8.248  0.07
H  1.021  1.492  -6.991  0.08
H  0.578  1.794  -4.555  0.09
H  -3.616  -3.399  -2.743  0.02
H  -3.192  -1.367  1.271  0.06
O  0.392  3.035  0.754  -0.33
N  -0.122  3.721  1.731  -0.24
C  0.610  3.858  2.861  -0.05
C  0.157  4.541  3.958  -0.10
C  -1.115  5.116  3.896  -0.12
C  -1.856  4.973  2.750  -0.13
C  -1.395  4.259  1.618  -0.75
S  -2.317  4.026  0.209  0.51
H  1.572  3.366  2.811  0.13
H  0.781  4.612  4.839  0.09
H  -1.516  5.657  4.745  0.09
H  -2.848  5.396  2.673  0.09



A molecular structure, C35H29InN3O3PS, computed with ωB97M-V with the def2-TZVPD basis set.

Calculated values
- Charge: +2
- LUMO energy: -6.07 eV
- Energy relative to the best compared isomer or geometry (same formula, charge and spin): 0.2315 eV
- Gap between HOMO and LUMO: 7.54 eV

Each line ends with the Löwdin charge.
Element x y z (Å)
In  -0.702  0.229  0.128  0.89
C  4.645  -1.632  6.419  -0.03
C  3.916  -1.188  5.185  -0.24
C  2.592  -1.568  4.957  -0.01
C  1.924  -1.176  3.813  -0.04
C  2.595  -0.384  2.887  -0.31
C  3.913  0.014  3.084  -0.04
C  4.561  -0.394  4.237  -0.01
S  1.799  0.123  1.430  0.63
O  2.672  0.971  0.674  -0.26
O  1.221  -1.045  0.721  -0.36
N  0.389  0.860  1.799  -0.19
C  0.251  2.226  2.113  -0.25
C  1.104  2.980  2.868  0.02
C  0.792  4.327  3.167  -0.02
C  -0.367  4.899  2.732  0.00
C  -1.267  4.146  1.938  -0.13
C  -2.487  4.663  1.453  0.05
C  -3.308  3.884  0.679  -0.01
C  -2.897  2.589  0.357  -0.09
N  -1.763  2.064  0.795  0.01
C  -0.945  2.818  1.608  -0.15
H  3.991  -2.173  7.098  0.08
H  5.063  -0.776  6.950  0.09
H  5.477  -2.286  6.153  0.10
H  2.085  -2.186  5.687  0.12
H  0.903  -1.489  3.638  0.11
H  4.413  0.627  2.348  0.12
H  5.588  -0.094  4.403  0.13
H  2.017  2.546  3.254  0.12
H  1.486  4.900  3.767  0.12
H  -0.613  5.922  2.982  0.13
H  -2.764  5.680  1.699  0.14
H  -4.252  4.252  0.304  0.12
H  -3.511  1.965  -0.280  0.11
O  -1.895  -1.549  2.361  0.01
N  -1.843  -1.486  0.976  -0.08
C  -2.166  -2.598  0.440  -0.02
C  -2.261  -2.936  -0.990  -0.16
C  -2.917  -4.150  -1.201  0.00
C  -3.155  -4.645  -2.476  -0.02
C  -2.734  -3.924  -3.576  -0.02
C  -2.068  -2.719  -3.391  -0.07
C  -1.812  -2.215  -2.119  -0.28
P  -0.867  -0.674  -2.157  1.05
C  0.820  -1.000  -2.661  -0.38
C  1.720  0.069  -2.637  -0.11
C  3.046  -0.146  -2.958  -0.04
C  3.480  -1.424  -3.292  -0.03
C  2.591  -2.488  -3.301  -0.04
C  1.256  -2.283  -2.980  -0.05
C  -1.688  0.430  -3.311  -0.37
C  -1.061  0.852  -4.479  -0.06
C  -1.746  1.682  -5.358  -0.04
C  -3.044  2.077  -5.074  -0.04
C  -3.675  1.644  -3.911  -0.05
C  -2.998  0.822  -3.029  -0.10
H  -1.551  -0.703  2.686  0.09
H  -2.443  -3.388  1.134  0.16
H  -3.256  -4.718  -0.345  0.13
H  -3.670  -5.587  -2.599  0.13
H  -2.914  -4.290  -4.577  0.13
H  -1.742  -2.163  -4.263  0.13
H  1.393  1.068  -2.367  0.12
H  3.745  0.679  -2.939  0.12
H  4.519  -1.591  -3.540  0.12
H  2.934  -3.482  -3.552  0.12
H  0.572  -3.120  -2.975  0.11
H  -0.050  0.540  -4.706  0.11
H  -1.265  2.013  -6.267  0.12
H  -3.574  2.718  -5.765  0.12
H  -4.695  1.939  -3.705  0.12
H  -3.506  0.453  -2.143  0.10



C4H6N2O2S3 in the gas phase, computed with ωB97M-V with the def2-TZVPD basis set.

Calculated values
- LUMO energy: -0.20 eV
- Energy relative to the best compared isomer or geometry (same formula, charge and spin): 1.1453 eV
- Gap between HOMO and LUMO: 9.70 eV
- SMILES: [H]/N=C(/SCC#N)SS(C)(=O)=O

Each line ends with the natural charge from an NBO analysis.
Element x y z (Å)
H  -0.639  -0.814  1.458  0.41
N  -1.132  -0.013  1.006  -0.63
C  -1.073  0.051  -0.233  0.05
S  -1.824  1.420  -1.160  0.24
C  -2.326  2.673  0.199  -0.58
C  -1.108  3.211  0.765  0.26
N  -0.188  3.695  1.206  -0.28
S  -0.218  -1.208  -1.458  -0.06
S  1.441  -1.205  -0.180  2.02
C  2.351  -2.720  -0.706  -0.84
O  1.091  -1.513  1.154  -0.96
O  2.143  0.018  -0.308  -0.91
H  -2.822  3.494  -0.238  0.26
H  -3.061  2.120  0.760  0.27
H  1.602  -3.145  -1.267  0.23
H  3.382  -2.819  -1.192  0.27
H  2.379  -3.245  0.195  0.25



A molecular structure, C6H8O5Ru, computed with ωB97M-V with the def2-TZVPD basis set.

Calculated values
- Charge: +2
- LUMO energy (spin up / spin down): -7.71 / -12.87 eV
- ⟨S²⟩: 12.004
- Spin multiplicity: 7
- Gap between HOMO and LUMO (spin up / spin down): 9.24 / 5.84 eV

Each line ends with the natural charge from an NBO analysis.
Element x y z (Å)
Ru  1.777  -1.354  2.314  1.55
O  1.890  0.434  1.647  -0.71
O  0.236  1.878  1.229  -0.42
C  -0.221  2.659  0.114  -0.11
C  0.874  2.442  -0.938  -0.11
O  1.737  1.467  -0.329  -0.41
C  1.228  1.093  0.833  1.03
H  -1.195  2.270  -0.203  0.23
H  -0.314  3.698  0.443  0.26
H  1.465  3.341  -1.140  0.25
H  0.487  2.012  -1.867  0.23
O  0.134  -1.606  0.684  -0.61
C  -0.584  -2.820  0.284  -0.14
C  -1.478  -2.290  -0.826  -0.14
O  -1.055  -0.894  -0.943  -0.40
C  -0.185  -0.563  -0.060  0.51
H  0.166  -3.546  -0.042  0.24
H  -1.110  -3.171  1.176  0.25
H  -2.544  -2.289  -0.579  0.25
H  -1.306  -2.761  -1.797  0.26